# 1
The following is a quantum chemistry calculation of a molecular structure, C32H29Br2IrN4O3S, from the OMol25 dataset.

Calculated values
Total charge: 0
Energy relative to the best compared isomer or geometry (same formula, charge and spin) (kcal per mole): 7.8
Spin multiplicity: 5

```
72
Properties=species:S:1:pos:R:3:forces:R:3
Ir 0.20349 -0.37909 -0.26289 0.024 -0.061 0.049
C -1.20001 0.76849 -2.74677 0.096 0.280 -0.041
N -0.47809 1.47992 -1.66627 0.198 -0.182 -0.305
C 0.67190 2.21353 -2.22289 -0.080 0.064 -0.054
C -1.40387 2.30954 -0.93969 0.055 0.073 -0.205
C -1.86970 3.50593 -1.46029 -0.041 0.048 -0.070
C -2.88322 4.20319 -0.82379 -0.048 0.003 0.052
C -3.45562 3.65713 0.31827 0.016 -0.039 0.028
C -2.97518 2.47180 0.85259 -0.097 0.054 0.025
C -1.89416 1.80336 0.26359 -0.008 -0.251 0.286
N -1.31329 0.63316 0.75390 0.092 -0.022 0.097
C -1.44663 0.24416 2.09477 -0.157 0.309 -0.302
C -1.62937 1.12532 3.16405 -0.038 0.094 0.128
C -1.70225 0.65968 4.46974 0.016 0.023 -0.030
C -1.58279 -0.69646 4.74300 0.000 0.032 -0.004
C -1.33670 -1.57384 3.69562 0.025 -0.020 0.035
C -1.24309 -1.10667 2.39367 -0.091 -0.271 -0.099
N -0.88816 -1.96040 1.28635 0.135 -0.188 0.228
C 0.05443 -3.03267 1.65394 -0.107 0.098 -0.026
C -2.08874 -2.53870 0.66338 -0.037 0.092 0.051
H -1.57446 1.48185 -3.48824 0.005 0.042 -0.010
H -0.52777 0.05716 -3.22609 -0.013 0.008 0.045
H -2.04957 0.23652 -2.32242 0.115 0.352 0.000
H 0.35373 2.89684 -3.01705 -0.021 0.018 0.046
H 1.15602 2.78198 -1.43070 -0.006 -0.009 0.020
H 1.38331 1.50184 -2.62886 -0.040 -0.003 -0.024
H -1.45135 3.89147 -2.38295 -0.028 -0.047 0.042
H -3.24364 5.13927 -1.23177 0.019 -0.050 0.025
H -4.28712 4.15851 0.80107 0.050 -0.045 -0.025
H -3.44962 2.04693 1.72638 0.000 0.060 -0.027
H -1.67475 2.18863 2.96971 -0.024 -0.055 0.050
H -1.84340 1.36631 5.28010 0.005 -0.034 -0.064
H -1.66551 -1.06779 5.75753 0.036 0.033 -0.066
H -1.19610 -2.62792 3.90362 -0.009 0.058 -0.036
H -0.43903 -3.82136 2.22987 -0.001 -0.011 0.024
H 0.45443 -3.46430 0.73977 -0.017 -0.010 -0.063
H 0.87206 -2.61682 2.24098 -0.007 -0.006 -0.012
H -2.63060 -3.15310 1.38971 -0.017 -0.018 0.017
H -2.74054 -1.73836 0.31625 0.009 -0.002 -0.008
H -1.79038 -3.15544 -0.17607 0.038 -0.045 -0.149
Br 4.56484 0.04296 -3.11140 0.032 0.013 0.030
C 4.43647 0.09992 -1.23050 -0.016 0.025 -0.110
C 5.60419 0.23563 -0.46304 -0.037 -0.014 -0.084
C 5.53925 0.30423 0.89796 0.121 0.012 0.010
Br 7.14360 0.49549 1.88937 -0.021 0.009 -0.005
C 4.29411 0.23579 1.55924 -0.128 0.007 0.097
C 4.10481 0.34528 2.95321 0.056 -0.004 0.035
C 2.84592 0.27558 3.47798 -0.060 0.003 0.037
C 1.75256 0.06432 2.62254 0.190 -0.036 -0.051
N 1.89568 -0.04310 1.31809 -0.037 -0.009 0.113
C 3.13681 0.06661 0.76896 -0.134 0.032 0.162
C 3.17654 0.01927 -0.65769 -0.115 0.009 -0.188
O 2.07087 -0.08573 -1.33159 0.370 -0.053 0.308
H 6.56144 0.29472 -0.96252 -0.028 -0.011 -0.022
H 4.96350 0.49112 3.59596 -0.015 -0.004 -0.035
H 2.67389 0.37391 4.54192 0.003 -0.025 -0.049
H 0.75339 -0.02954 3.02344 0.057 0.046 0.014
O -3.77305 -5.66429 -5.92514 0.005 -0.011 0.024
C -4.05598 -4.69866 -5.01753 0.071 -0.081 0.001
O -5.19010 -4.33565 -4.88317 -0.080 0.089 0.025
C -2.91075 -4.14496 -4.23656 -0.046 -0.100 -0.100
C -3.10449 -2.94103 -3.57469 0.005 0.158 0.104
C -2.08836 -2.37093 -2.82904 0.000 -0.119 0.083
C -0.83959 -2.99568 -2.70717 -0.184 0.043 0.154
S 0.52384 -2.32329 -1.83206 -0.106 0.168 -0.180
C -0.65391 -4.21324 -3.37303 -0.020 -0.056 -0.026
C -1.67317 -4.77318 -4.12204 0.133 -0.051 0.005
H -2.82161 -5.80277 -5.97784 0.037 0.012 -0.027
H -4.06954 -2.45747 -3.66102 0.018 0.001 0.028
H -2.25332 -1.42506 -2.33245 -0.071 -0.434 0.015
H 0.30365 -4.71439 -3.29195 -0.062 -0.001 -0.008
H -1.48614 -5.73421 -4.59084 0.014 0.007 0.013
```
Positions in Å, forces in eV/Å.

# 2
The following is a quantum chemistry calculation of a molecular structure, C44H38CeClN2O7PSi at a distorted geometry, from the OMol25 dataset.

Calculated values
Total charge: -1
Energy (eV): -106184.934
Spin multiplicity: 2

```
95
Properties=species:S:1:pos:R:3:forces:R:3
Ce -0.23418 0.07172 0.64642 -0.791 0.340 -0.483
Cl 6.39080 0.58583 3.71728 -0.127 0.029 -0.053
C 4.85188 0.92070 2.94936 0.008 0.102 0.130
C 4.00507 1.90204 3.49797 0.006 0.001 0.029
C 2.80004 2.19520 2.91921 0.106 0.077 0.059
C 2.35462 1.52095 1.74805 -0.189 0.126 -0.224
O 1.21969 1.79799 1.21455 0.641 0.361 0.372
C 3.22930 0.52558 1.22075 0.026 -0.250 -0.018
C 2.87513 -0.24370 0.06036 0.126 0.185 0.028
O 1.83464 -0.13953 -0.58938 0.662 -0.236 -0.331
C 4.46410 0.24015 1.83721 0.035 -0.109 -0.105
H 4.31787 2.41817 4.39742 -0.004 0.002 -0.011
H 2.13746 2.93794 3.34627 0.033 -0.003 -0.001
H 3.61566 -0.99697 -0.25841 0.079 0.062 -0.069
H 5.10108 -0.53221 1.41764 -0.045 0.037 0.013
C -2.88474 -1.66785 1.99397 -0.012 0.057 -0.095
Si -3.80037 -0.46373 0.85912 0.082 -0.093 0.058
C -4.85435 -1.43977 -0.35881 -0.173 -0.145 -0.164
C -4.97516 0.43070 2.02410 -0.067 0.295 0.082
N -2.62991 0.47838 0.03732 0.040 0.335 -0.135
C -2.87270 1.69180 -0.54155 -0.040 -0.140 -0.042
C -4.11867 2.35810 -0.57354 -0.047 -0.061 -0.019
C -4.31339 3.57118 -1.21916 0.033 -0.066 0.021
C -3.27189 4.19234 -1.88814 0.020 -0.022 0.009
C -2.02193 3.57610 -1.88880 -0.086 0.032 -0.004
C -1.83655 2.39013 -1.21378 0.016 -0.078 -0.190
O -0.60449 1.70124 -1.26134 0.198 0.772 -0.196
C 0.53000 2.38610 -1.71613 -0.337 -0.148 -0.073
C 0.95795 3.55049 -1.10876 0.083 0.147 0.151
C 2.13080 4.14393 -1.54612 0.010 0.004 -0.020
C 2.86686 3.57644 -2.58161 -0.051 -0.051 0.003
C 2.41843 2.40725 -3.18043 0.001 0.049 0.020
C 1.24010 1.81136 -2.74820 0.039 -0.102 -0.163
H -3.36188 -2.65273 1.98308 0.024 0.054 0.014
H -2.89746 -1.30576 3.02625 0.002 -0.019 -0.049
H -1.84154 -1.83601 1.72527 0.039 -0.207 0.102
H -5.92374 -1.25707 -0.20069 0.096 -0.048 -0.029
H -4.68792 -2.51979 -0.26666 -0.032 0.101 -0.043
H -4.60981 -1.15078 -1.38661 -0.041 -0.029 0.063
H -5.25372 -0.24951 2.83537 -0.025 0.033 -0.030
H -5.89343 0.77000 1.53601 0.042 -0.015 0.067
H -4.48025 1.30412 2.46562 -0.049 -0.106 -0.010
H -4.96016 1.88496 -0.08225 0.032 0.038 -0.035
H -5.29720 4.02701 -1.20407 0.013 -0.020 0.007
H -3.41530 5.13120 -2.40647 0.003 -0.006 0.004
H -1.19567 4.02679 -2.42165 -0.015 0.000 0.006
H 0.39200 3.96500 -0.28569 0.016 -0.021 0.000
H 2.48012 5.04802 -1.06159 -0.007 -0.029 -0.020
H 3.78870 4.03972 -2.91129 -0.021 -0.009 0.007
H 2.98565 1.94763 -3.98079 -0.014 0.012 0.022
H 0.88730 0.88362 -3.18208 0.014 0.004 0.004
O -0.17512 -4.35245 0.67992 0.030 -0.079 0.027
C -0.33469 -3.25474 0.18980 0.215 0.459 -0.004
O 0.22792 -2.13926 0.57037 -0.053 -1.396 0.092
C -1.28222 -3.06233 -1.00034 0.038 0.117 -0.094
P -0.78407 -1.53127 -1.91210 -0.198 -0.488 -0.576
C -2.15670 -1.30506 -3.10550 -0.014 0.010 -0.068
C -2.43957 -0.01206 -3.54679 -0.034 -0.002 0.029
C -3.49359 0.23151 -4.42118 0.051 -0.075 0.051
C -4.27589 -0.82300 -4.87187 0.043 0.000 0.035
C -3.99661 -2.11795 -4.45041 0.020 0.020 0.025
C -2.94531 -2.35514 -3.57527 -0.057 -0.003 -0.015
C 0.53147 -2.24775 -2.98994 0.043 -0.019 0.084
C 0.42809 -2.32557 -4.37666 0.020 0.062 -0.067
C 1.46262 -2.85983 -5.13903 0.020 0.013 0.048
C 2.61359 -3.32988 -4.52422 -0.051 0.013 0.021
C 2.72827 -3.25916 -3.13999 -0.069 0.026 -0.014
C 1.70249 -2.71662 -2.37977 -0.030 -0.002 -0.056
H -2.29118 -2.91534 -0.60292 -0.016 0.025 -0.022
H -1.27592 -3.95800 -1.61582 -0.060 -0.079 -0.038
H -1.84588 0.81842 -3.18366 -0.036 -0.054 -0.021
H -3.70974 1.24719 -4.73011 0.013 -0.020 0.009
H -5.10529 -0.63795 -5.54402 0.013 -0.001 0.011
H -4.60561 -2.94493 -4.79637 0.013 0.016 0.007
H -2.74714 -3.36894 -3.24817 0.002 0.020 -0.012
H -0.46606 -1.96577 -4.87403 0.046 -0.029 0.031
H 1.36139 -2.91136 -6.21699 0.002 0.004 0.022
H 3.41529 -3.75293 -5.11754 -0.007 0.012 0.008
H 3.62125 -3.62791 -2.64857 -0.027 0.009 -0.010
H 1.80596 -2.65590 -1.30336 -0.017 0.001 -0.014
O -1.36154 1.31894 2.46020 -0.340 0.088 0.562
C -0.87388 0.54888 3.30093 0.156 0.093 0.575
N 0.15269 -0.28614 3.02539 0.007 -0.077 1.006
C 0.47325 -0.99792 4.18166 -0.207 0.064 -0.146
O 1.37338 -1.78416 4.32498 0.118 -0.066 -0.006
C -0.51160 -0.59274 5.26102 0.173 -0.075 -0.022
C -0.67263 -1.02571 6.55752 -0.016 -0.014 0.146
C -1.69701 -0.44439 7.30613 0.017 -0.002 -0.062
C -2.52163 0.53589 6.75674 0.047 -0.016 -0.038
C -2.34517 0.96294 5.44067 -0.093 0.023 0.074
C -1.32766 0.37553 4.72128 -0.122 0.174 -0.223
H -0.02761 -1.79142 6.97185 -0.022 0.031 -0.017
H -1.85840 -0.76174 8.32938 -0.006 0.011 -0.014
H -3.31147 0.96716 7.35938 0.009 -0.009 0.004
H -2.98387 1.71638 4.99475 0.028 -0.026 0.017
```
Positions in Å, forces in eV/Å.

# 3
The following is a quantum chemistry calculation of C26H41N3O2 in the gas phase, from the OMol25 dataset.

Calculated values
Total charge: 0
Energy relative to the best compared isomer or geometry (same formula, charge and spin) (kcal per mole): 3.8
Spin multiplicity: 1

```
72
Properties=species:S:1:pos:R:3:forces:R:3
C 4.22771 -3.64734 -0.22163 0.069 0.057 -0.270
H 3.91201 -2.82821 0.42121 -0.018 0.067 0.150
C 3.89038 -3.36416 -1.68217 -0.052 -0.103 0.112
H 4.43154 -4.08140 -2.30418 -0.007 -0.016 -0.038
H 4.24063 -2.36618 -1.93889 0.031 -0.103 -0.079
C 2.40677 -3.47669 -2.06227 0.108 0.281 -0.182
C 2.27189 -3.28974 -3.57464 -0.050 -0.078 0.207
H 2.89609 -4.00563 -4.10358 0.058 -0.049 -0.079
H 2.58822 -2.28699 -3.84935 0.050 0.117 -0.089
H 1.24175 -3.43081 -3.89460 -0.103 -0.012 -0.085
H 2.05684 -4.48576 -1.80273 -0.026 0.092 0.018
C 1.45172 -2.49202 -1.36606 -0.035 -0.132 -0.188
N 1.20019 -2.88522 0.01241 0.392 -0.061 -0.169
C 0.02573 -2.69178 0.63837 0.332 -0.202 0.461
O -0.89813 -2.07850 0.12560 -0.403 0.060 -0.103
C -0.06615 -3.32809 2.01452 -0.478 0.124 -0.175
C -0.97285 -2.50252 2.92675 0.254 0.000 0.114
C -1.14927 -3.18393 4.27895 -0.269 -0.025 -0.266
C -1.72383 -4.59160 4.11826 0.318 -0.104 0.328
C -1.89721 -5.26888 5.47452 -0.095 0.115 -0.280
H -2.56199 -4.68802 6.10972 -0.065 0.029 0.127
H -2.31951 -6.26410 5.35489 -0.041 -0.129 0.052
H -0.93744 -5.36259 5.97887 0.119 -0.021 0.083
C -0.80766 -5.41350 3.21122 -0.341 0.129 -0.195
C -0.63854 -4.74230 1.85221 0.267 -0.117 0.154
H -1.60792 -4.67148 1.35444 -0.030 0.006 -0.073
H 0.02158 -5.34058 1.21870 -0.046 0.000 -0.064
H -1.22332 -6.41394 3.07368 0.048 -0.065 0.047
H 0.16948 -5.52100 3.68929 0.067 -0.054 0.076
H -2.70543 -4.51248 3.63803 -0.009 0.020 -0.045
H -1.81259 -2.58414 4.90519 0.035 0.018 0.085
H -0.18191 -3.24706 4.78445 0.053 -0.021 0.116
H -1.94035 -2.38291 2.43644 0.006 0.053 -0.029
H -0.54409 -1.50686 3.06194 -0.067 0.056 -0.050
H 0.93454 -3.39488 2.45573 0.020 -0.009 -0.027
H 1.94190 -3.37495 0.48367 -0.127 0.013 0.115
C 1.86224 -1.00156 -1.42551 -0.458 -0.345 0.002
O 2.95039 -0.59093 -1.77547 0.481 0.092 -0.138
N 0.84889 -0.20710 -1.04965 -0.348 0.347 0.084
H -0.02499 -0.63284 -0.75197 0.123 -0.133 -0.053
C 0.95652 1.23031 -0.94184 -0.051 0.091 0.032
C 0.73045 1.68233 0.50126 0.284 0.186 -0.162
C 0.78056 3.20437 0.58874 -0.097 -0.205 0.217
N -0.23143 3.78536 -0.27076 0.102 0.133 0.046
C 0.01539 3.43201 -1.65663 -0.244 -0.202 -0.166
C -0.07231 1.92101 -1.83645 0.356 0.176 -0.003
H 0.10229 1.66091 -2.88121 -0.011 -0.056 -0.022
H -1.07134 1.58448 -1.55459 -0.094 -0.027 -0.031
H -0.74084 3.92272 -2.27383 0.114 -0.014 -0.025
H 1.01071 3.78489 -1.98743 -0.043 0.044 0.008
C -0.34551 5.22252 -0.09763 0.032 -0.048 0.099
C -1.58004 5.75741 -0.77219 0.011 0.111 -0.024
C -1.54466 6.93014 -1.51266 0.046 -0.066 0.073
C -2.69368 7.41794 -2.11188 -0.063 0.097 -0.059
C -3.88879 6.73289 -1.98185 -0.064 0.077 -0.073
C -3.93096 5.55874 -1.24761 -0.068 -0.034 0.024
C -2.78487 5.07636 -0.64385 0.016 0.031 0.016
H -2.80433 4.15993 -0.07440 -0.012 -0.120 0.050
H -4.86176 5.01988 -1.14491 -0.071 -0.045 0.013
H -4.78435 7.11160 -2.45235 -0.067 0.025 -0.040
H -2.65358 8.33306 -2.68480 -0.002 0.066 -0.049
H -0.61235 7.46688 -1.62142 0.103 0.025 -0.015
H -0.42203 5.42170 0.97747 0.102 -0.001 -0.063
H 0.54815 5.75493 -0.47300 -0.067 -0.011 0.055
H 0.58098 3.51755 1.61732 0.071 0.038 -0.049
H 1.79456 3.55335 0.31573 -0.034 0.028 0.036
H 1.48962 1.24942 1.15513 0.005 -0.058 0.007
H -0.25135 1.33579 0.82937 -0.051 -0.031 0.072
H 1.97044 1.49250 -1.26429 -0.146 0.020 0.049
H 0.47873 -2.55150 -1.87514 0.170 -0.014 0.091
H 3.77643 -4.58087 0.11680 -0.037 -0.100 0.115
H 5.30607 -3.74403 -0.11226 0.051 -0.010 0.121
```
Positions in Å, forces in eV/Å.